Entry 1:
A 9-piece molecular cluster, H18O9 overall at a distorted geometry, computed with the ωB97M-V functional and the def2-TZVPD basis.

Last column: Mulliken charge in e.
Positions of all 27 atoms, in Å:
H (-0.013, 0.960, 1.476)  0.25
O (1.870, -0.452, 3.318)  -0.61
H (-0.704, -1.840, 2.383)  0.33
H (6.073, -0.527, -1.392)  0.32
H (-2.910, -2.782, -1.423)  0.35
H (-4.577, -1.145, -1.553)  0.30
O (0.673, -1.449, 0.033)  -0.61
O (-4.591, -0.976, -0.633)  -0.62
H (-0.165, 3.144, -0.626)  0.24
O (5.482, -1.251, -1.657)  -0.63
H (5.352, -1.147, -2.579)  0.31
H (1.187, 1.516, -1.495)  0.32
O (0.304, 1.463, -1.630)  -0.63
H (1.421, -0.864, 0.056)  0.30
H (0.130, 2.326, -2.103)  0.32
H (1.430, 0.117, 2.623)  0.30
O (-0.267, 1.773, 1.749)  -0.61
H (-3.689, -1.162, -0.201)  0.34
H (-0.288, 4.614, -0.496)  0.36
O (-1.175, -1.037, 2.222)  -0.63
O (-2.331, -2.011, -1.454)  -0.62
H (0.048, -1.100, 0.688)  0.34
O (-0.851, 3.789, -0.509)  -0.61
H (-1.988, -1.421, 1.762)  0.31
H (-2.176, -1.761, -2.317)  0.26
H (-0.240, 2.396, 0.982)  0.31
H (1.994, -1.175, 2.776)  0.32

Properties
LUMO level (Eh): -0.0031
Energy relative to the best compared isomer or geometry (same formula, charge and spin) (kJ/mol): 402.7
HOMO-LUMO gap (eV): 11.027
SMILES string: O.O.O.O.O.O.O.O.O

=====

Entry 2:
A 2-piece molecular cluster, C20H20BF3N overall at a distorted geometry, computed with the ωB97M-V functional and the def2-TZVPD basis.

Last column: Mulliken charge in e.
Positions of all 45 atoms, in Å:
C (-2.540, -2.698, -1.742)  -0.36
C (-0.257, -1.984, -1.249)  0.32
C (-1.417, -2.719, -0.913)  -0.64
H (1.724, 0.478, -1.693)  0.66
C (-0.167, -1.402, -2.518)  -0.57
C (2.224, -1.406, -0.688)  0.73
B (0.269, 0.843, 1.922)  0.42
H (0.172, 1.806, 4.366)  0.37
H (-2.097, 4.214, 3.655)  0.36
F (-1.237, -0.683, -4.501)  -0.32
C (-3.051, 2.369, 0.960)  -0.70
C (-1.810, 0.480, -0.094)  -0.99
C (-1.310, -1.393, -3.322)  0.39
C (2.504, -0.247, -1.436)  -0.70
H (0.548, -0.842, 0.344)  -1.25
H (-3.817, 2.210, 0.200)  0.42
H (-2.692, 0.518, -0.753)  0.39
C (4.845, -0.954, -1.628)  -0.83
H (1.030, 2.936, 3.268)  0.38
C (-3.144, 3.360, 1.935)  -0.57
H (-1.448, -3.306, 0.013)  0.43
N (-0.957, 1.673, 1.847)  0.26
H (0.215, -0.109, 2.628)  -0.01
H (5.852, -0.792, -1.990)  0.49
H (-3.999, 4.025, 1.978)  0.45
H (0.803, -2.549, 0.524)  0.56
H (3.047, -3.094, 0.374)  0.43
C (-1.944, 1.543, 0.929)  0.61
H (-0.915, 0.639, -0.714)  0.27
F (5.532, -2.896, -0.432)  -0.30
C (-1.036, 2.622, 2.798)  1.13
C (0.821, -1.725, -0.206)  0.43
H (-3.380, -1.955, -3.616)  0.45
H (1.160, 1.239, 1.253)  -0.02
C (-2.111, 3.472, 2.861)  -0.85
C (3.808, -0.066, -1.904)  0.18
C (4.531, -2.033, -0.802)  0.33
H (-1.784, -0.515, 0.372)  0.35
H (0.749, -0.930, -2.875)  0.77
H (-0.178, 3.559, 4.432)  0.40
C (0.076, 2.723, 3.768)  -1.56
C (3.257, -2.258, -0.297)  -0.65
F (4.090, 1.071, -2.629)  -0.31
C (-2.502, -2.017, -2.970)  -0.75
H (-3.465, -3.205, -1.454)  0.40

Properties
Total charge: +1
LUMO level (Eh): -0.1555
HOMO-LUMO gap (eV): 7.608

=====

Entry 3:
C25H27ClF6N4O2PSSe2Ti as an isolated structure at a distorted geometry, computed with the ωB97M-V functional and the def2-TZVPD basis.

Last column: Mulliken charge in e.
Positions of all 70 atoms, in Å:
N (-0.396, 0.550, -3.764)  -0.89
C (1.212, 3.356, 1.107)  -0.62
F (0.311, -6.060, -0.328)  -0.39
C (0.964, 3.104, 2.450)  -0.76
H (0.430, 1.605, 3.883)  0.49
H (1.793, -2.862, 4.007)  0.59
C (-2.475, 0.015, 0.185)  -0.10
H (5.269, -2.255, 3.070)  0.46
C (-2.023, -1.348, -0.164)  -1.93
C (0.012, -0.119, -2.719)  0.66
Se (2.634, -1.475, -0.447)  -0.14
C (-2.546, 0.987, -0.828)  -0.47
H (4.142, -2.794, 4.339)  0.47
C (1.091, 2.345, 0.177)  -0.49
Ti (0.041, -2.018, -0.279)  0.62
H (-2.425, -2.108, 0.514)  1.15
C (-3.090, 2.729, 0.729)  -0.84
C (-2.555, 2.278, -4.351)  0.08
H (-2.364, 0.680, -1.850)  0.63
C (0.605, 1.828, 2.838)  -1.52
O (2.506, -4.243, 1.093)  -0.20
C (0.452, 0.815, 1.902)  1.03
H (1.508, 4.345, 0.781)  0.41
Cl (-2.988, -0.674, 2.778)  -0.21
H (-2.814, 3.029, -1.383)  0.19
H (-2.658, 1.217, -4.531)  0.48
H (1.057, 3.899, 3.181)  0.39
Se (0.133, -2.476, 2.195)  -0.16
H (4.456, -3.847, 1.572)  0.37
C (-3.458, 4.512, -4.278)  -0.54
C (3.447, -3.784, 2.008)  -1.53
H (-4.299, 5.184, -4.389)  0.37
C (-3.135, 1.785, 1.740)  -0.42
F (0.541, -3.843, -0.873)  -0.40
O (4.188, -0.746, 4.000)  -0.50
C (3.346, -1.237, 1.379)  -1.31
H (-4.586, 2.764, -4.795)  0.35
N (0.419, 0.040, -0.448)  0.81
C (4.281, -2.078, 3.517)  -1.48
N (-0.249, 1.915, -3.696)  0.06
C (-2.845, 0.458, 1.468)  0.72
C (0.668, 1.061, 0.552)  0.00
C (-3.617, 3.151, -4.506)  -0.62
P (-0.693, -5.015, -1.020)  1.48
H (0.424, 2.240, -3.018)  0.32
H (1.314, 2.536, -0.858)  0.43
H (3.425, -4.421, 2.905)  0.46
H (-0.180, 4.509, -3.405)  0.36
C (1.841, -2.167, 3.167)  -1.57
H (4.795, -0.638, 4.735)  0.33
H (-3.401, 2.071, 2.750)  0.43
F (-0.135, -5.359, -2.467)  -0.37
F (-1.853, -6.093, -1.118)  -0.34
H (-2.319, -1.574, -1.189)  0.55
H (-3.288, 3.770, 0.948)  0.41
N (0.313, 0.589, -1.588)  -0.60
C (3.193, -2.324, 2.462)  2.25
H (2.897, -0.314, 1.745)  0.34
S (0.202, -1.831, -2.766)  -0.44
H (0.112, -0.159, 2.221)  0.23
H (2.594, -5.190, 0.943)  0.24
H (1.769, -1.151, 3.551)  0.55
C (-1.311, 2.759, -3.927)  0.23
H (-2.074, 6.061, -3.747)  0.35
C (-2.814, 2.316, -0.565)  -0.24
C (-1.148, 4.135, -3.718)  -0.43
F (-1.202, -4.531, 0.442)  -0.37
C (-2.212, 4.998, -3.901)  -0.55
F (-1.642, -3.856, -1.630)  -0.32
H (4.409, -1.046, 1.213)  0.51

Properties
Total charge: -1
LUMO level (Eh): 0.0451
HOMO-LUMO gap (eV): 5.917

=====

Entry 4:
An isolated ion of composition C6H15N and charge +1 at a distorted geometry, computed with the ωB97M-V functional and the def2-TZVPD basis.

Last column: Mulliken charge in e.
Positions of all 22 atoms, in Å:
C (0.487, -1.079, 0.002)  -0.88
C (0.429, 1.179, 1.288)  -0.32
H (-1.204, 0.294, -2.735)  0.40
H (-1.293, -2.697, -1.002)  0.39
H (0.179, -0.899, -2.679)  0.40
H (1.230, -1.564, -0.645)  0.45
H (-2.447, -1.583, -1.657)  0.38
C (-1.815, -1.754, -0.783)  -1.61
H (0.329, 0.727, -1.968)  0.33
H (1.938, 2.674, 1.686)  0.38
H (0.053, 1.813, 0.466)  0.36
H (1.981, 1.235, 2.739)  0.37
H (-2.482, -1.879, 0.065)  0.38
N (1.134, 0.096, 0.622)  0.10
H (1.950, 0.550, 0.201)  0.38
H (0.758, 2.567, 2.917)  0.37
C (-0.750, -0.610, -0.779)  0.84
H (0.356, -1.878, 0.741)  0.35
H (-0.460, 0.778, 1.791)  0.42
C (-0.365, -0.106, -2.168)  -1.39
C (1.334, 1.952, 2.231)  -1.29
H (-1.342, 0.184, -0.332)  0.20

Properties
Spin multiplicity: 2
Total charge: +1
LUMO level (spin up / spin down) (Eh): -0.1094 / -0.2757
Energy relative to the best compared isomer or geometry (same formula, charge and spin) (kJ/mol): 65.3
<S²>: 0.754
HOMO-LUMO gap (spin up / spin down) (eV): 12.498 / 7.979